Entry 1:
Density functional theory data (ωB97M-V/def2-TZVPD) for a structure of composition C23H35Cl2N4O7PTa.

Positions of all 73 atoms, in Å:
Ta 0.28752 -0.11979 -0.25191
C -0.31901 4.63255 2.21472
O -0.05225 3.27439 1.76193
C -0.48862 2.85355 0.63100
O -0.19495 1.62952 0.32543
N -1.18054 3.60378 -0.19562
N -1.56517 3.08393 -1.43737
H 0.13006 4.69918 3.19860
H -1.39323 4.80097 2.29092
H 0.15384 5.35653 1.55162
H -1.41021 4.56022 0.04353
H -0.86872 3.32898 -2.13558
H -2.45612 3.48693 -1.70197
Cl 6.03788 -4.58548 -1.87180
C 4.62370 -3.72120 -1.48702
C 3.38437 -4.36348 -1.55254
C 2.21592 -3.67064 -1.28031
Cl 0.67105 -4.40945 -1.37916
C 2.28097 -2.32909 -0.91862
O 1.17549 -1.60318 -0.66661
C 3.52672 -1.68508 -0.80846
C 3.57584 -0.31667 -0.36037
O 2.60882 0.37689 0.01624
C 4.69302 -2.38773 -1.10773
H 3.33168 -5.41243 -1.81566
H 4.56612 0.14971 -0.31549
H 5.65635 -1.89668 -1.03628
C -3.17710 1.19755 -4.04497
C -1.84757 1.05738 -4.78626
C -0.96185 -0.13616 -4.30137
C 0.20180 -0.36134 -5.29196
C 1.12034 -1.51327 -4.88489
C -1.83493 -1.39744 -4.28652
O -2.26986 -1.89707 -5.27338
N -2.10317 -1.99988 -3.02100
C -1.67176 -1.52380 -1.84557
O -1.71479 -2.07151 -0.74310
N -1.02934 -0.30955 -1.84782
C -0.42232 0.20388 -2.95174
O 0.55370 0.91556 -2.68334
H -3.71720 2.06764 -4.41645
H -3.03522 1.30655 -2.96660
H -3.81864 0.33436 -4.22702
H -1.25000 1.96730 -4.70399
H -2.03977 0.88322 -5.84432
H 0.76597 0.56769 -5.37369
H -0.24088 -0.57579 -6.26333
H 1.59045 -1.33276 -3.91212
H 1.91114 -1.62550 -5.62402
H 0.57615 -2.45952 -4.84252
H -2.60549 -2.88174 -3.04215
C 1.39197 0.36867 3.29954
C -0.09803 0.02771 3.37922
P -0.64700 -1.08604 2.04146
C 0.08769 -2.73649 2.30989
C -0.13358 -3.24651 3.73729
C -2.47215 -1.28561 2.10196
C -3.15032 -0.70528 3.34411
H 1.67859 0.94280 4.17938
H 1.63145 0.97472 2.42308
H 2.01621 -0.52681 3.28653
H -0.70981 0.93054 3.34579
H -0.31794 -0.47920 4.32074
H 1.15527 -2.69816 2.07837
H -0.38536 -3.39546 1.57724
H 0.46223 -2.68983 4.45916
H 0.17224 -4.29016 3.79328
H -1.18278 -3.20436 4.03335
H -2.64007 -2.36295 2.04451
H -2.89524 -0.85777 1.19313
H -2.75743 -1.12910 4.26718
H -4.21005 -0.95359 3.29663
H -3.07813 0.38079 3.39228

Output
HOMO-LUMO gap = 6.59 eV
energy relative to the best compared isomer or geometry (same formula, charge and spin) = 2.007 eV
E = -80575.125 eV
total charge = +3

Results of the Löwdin charge analysis, in e, for atoms 1 through 5: atom 1 (Ta): 1.94, atom 2 (C): 0.05, atom 3 (O): 0.06, atom 4 (C): -0.45, atom 5 (O): -0.17

Entry 2:
Density functional theory data (ωB97M-V/def2-TZVPD) for a cluster of 2 separate species, C3H9O2P in total.

Positions of all 15 atoms, in Å:
C -0.27632 0.26983 -1.60058
C 1.63549 -1.19944 -0.46806
C 0.94481 0.08168 -0.85998
O -2.67951 0.12385 1.51463
O -1.29511 0.19752 2.06934
P -0.34253 1.42261 1.50845
H -0.35236 -0.50095 -2.31181
H -1.22590 0.07378 -0.88933
H -0.43919 1.19883 -2.14906
H 1.73426 -1.79988 -1.34982
H 1.18148 -1.69706 0.40054
H 2.63353 -1.10947 -0.05261
H 1.63049 0.94260 -0.65090
H -3.29834 0.50400 2.04635
H 0.14920 1.49209 2.79284

Output
HOMO-LUMO gap (spin up / spin down) = 8.62 / 6.78 eV
energy relative to the best compared isomer or geometry (same formula, charge and spin) = 6.946 eV
E = -16634.073 eV
total charge = 0

Results of the Löwdin charge analysis, in e, for atoms 1 through 5: atom 1 (C): -0.18, atom 2 (C): -0.13, atom 3 (C): -0.29, atom 4 (O): -0.08, atom 5 (O): -0.56

Entry 3:
Density functional theory data (ωB97M-V/def2-TZVPD) for the ion C5H10NO2 with charge -1.

Positions of all 18 atoms, in Å:
C 0.01966 -1.83638 1.38310
O 0.70760 -1.74090 2.54182
C 0.55021 -0.83308 0.25714
C -0.57357 -0.04300 -0.33329
C -0.17339 0.90561 -1.51462
C -0.77734 2.24930 -1.34531
O -1.81462 2.56916 -1.89484
N 1.52100 0.10260 0.85967
H 0.08804 -2.85761 0.91239
H -1.05410 -1.62295 1.52087
H 1.12342 -1.41479 -0.48000
H -1.38816 -0.66707 -0.71943
H -1.13160 0.51357 0.43975
H -0.53628 0.49616 -2.45588
H 0.91569 0.93914 -1.56556
H -0.35368 3.00339 -0.65473
H 1.91984 -0.48844 1.60974
H 0.95728 0.72530 1.43917

Output
HOMO-LUMO gap = 6.40 eV
energy relative to the best compared isomer or geometry (same formula, charge and spin) = 2.703 eV
E = -10931.562 eV
structure (SMILES) = N[C@@H](C[O-])CCC=O
total charge = -1

Results of the Löwdin charge analysis, in e, for atoms 1 through 5: atom 1 (C): -0.48, atom 2 (O): -0.37, atom 3 (C): -0.42, atom 4 (C): -0.19, atom 5 (C): -0.17

Entry 4:
Density functional theory data (ωB97M-V/def2-TZVPD) for a structure of composition C21H25N2PPtSe2.

Positions of all 52 atoms, in Å:
Pt 0.07490 -0.27690 0.07810
Se 2.85490 0.17840 0.02700
P 2.34020 0.04140 2.14800
Se 0.22150 0.05080 2.72280
C 3.14540 -1.45140 2.85120
C 4.46550 -1.74110 2.52720
C 5.04610 -2.90820 2.98730
C 4.30680 -3.80250 3.74470
C 2.98410 -3.52660 4.04670
C 2.40410 -2.35080 3.60540
C 3.15340 1.49970 2.91030
C 4.48080 1.77790 2.60530
C 5.06150 2.94870 3.05380
C 4.31710 3.85940 3.78640
C 2.99660 3.58150 4.09820
C 2.41720 2.40240 3.66350
H 5.02780 -1.07030 1.89190
H 6.07470 -3.12600 2.73910
H 4.75640 -4.72410 4.08050
H 2.39760 -4.23190 4.61530
H 1.36730 -2.14010 3.82780
H 5.05190 1.08910 1.99870
H 6.09640 3.15480 2.81940
H 4.76210 4.79040 4.10090
H 2.41540 4.28640 4.67420
H 1.38560 2.17890 3.90460
N -2.35260 0.23640 0.07600
C -2.66860 0.87430 -1.19860
C -2.27710 2.35360 -1.20690
C -0.76740 2.58410 -1.30150
N -0.06710 2.04010 -0.14380
H -2.77280 -0.68550 0.14100
H -2.69470 0.78640 0.86070
H -3.74250 0.79510 -1.43630
H -2.10950 0.34570 -1.98280
H -2.66340 2.83470 -0.30210
H -2.74890 2.83260 -2.06770
H -0.58690 3.66600 -1.40160
H -0.37390 2.09150 -2.19850
H -0.43610 2.44410 0.71340
H 0.92310 2.27460 -0.18870
C -0.06650 -5.10580 -0.02770
C -1.10480 -4.36820 -0.56680
C -1.03480 -2.98440 -0.59750
C 0.08140 -2.30450 -0.10840
C 1.13780 -3.07580 0.37870
C 1.06430 -4.45530 0.43090
H -0.13890 -6.18310 0.03580
H -1.98110 -4.87050 -0.95370
H -1.86930 -2.43940 -1.02930
H 2.04840 -2.59620 0.71870
H 1.88920 -5.02380 0.83910

Output
HOMO-LUMO gap (spin up / spin down) = 6.41 / 6.46 eV
E = -168391.860 eV
total charge = 0

Results of the Löwdin charge analysis, in e, for atoms 1 through 5: atom 1 (Pt): 0.56, atom 2 (Se): 0.33, atom 3 (P): 0.21, atom 4 (Se): 0.31, atom 5 (C): -0.40

Entry 5:
Density functional theory data (ωB97M-V/def2-TZVPD) for the ion C7H17N5 with charge +2.

Positions of all 29 atoms, in Å:
C -0.79157 1.82027 0.18090
C 1.11680 0.37001 0.35892
C -1.75889 -0.55302 -0.04066
C -3.11414 -0.98208 0.68840
C -1.62310 -0.96710 -1.49794
C 2.67750 -1.41905 0.93667
C 3.36919 0.78981 -0.20487
N -1.80944 0.96344 0.11444
N 0.51105 1.46723 -0.07565
N -0.86218 -0.95237 0.98090
N -0.97930 3.12014 0.22017
N 2.27377 -0.08352 0.29480
H -3.94040 -0.85962 -0.00622
H -3.27103 -0.34550 1.52492
H -3.18419 -2.05235 0.81985
H -1.63371 -2.00776 -1.72362
H -0.72724 -0.62140 -2.06491
H -2.41063 -0.68820 -2.14765
H 3.70185 -1.42608 0.99454
H 2.22495 -1.56894 1.82276
H 2.20732 -2.10608 0.26053
H 4.10928 0.48249 0.52033
H 3.93982 0.49174 -1.05035
H 3.15019 1.81629 -0.41954
H -2.53777 1.17760 0.68620
H 1.14708 2.32889 -0.20515
H -0.42669 -1.82547 0.76681
H -1.90153 3.58870 0.13888
H -0.25821 3.72598 0.57429

Output
HOMO-LUMO gap (spin up / spin down) = 8.37 / 9.41 eV
energy relative to the best compared isomer or geometry (same formula, charge and spin) = 4.625 eV
E = -14964.215 eV
total charge = +2

Results of the Löwdin charge analysis, in e, for atoms 1 through 5: atom 1 (C): -0.32, atom 2 (C): -0.01, atom 3 (C): -0.54, atom 4 (C): 0.04, atom 5 (C): 0.00

Entry 6:
Density functional theory data (ωB97M-V/def2-TZVPD) for a cluster of 3 separate species, C28H39N4O5 in total.

Positions of all 76 atoms, in Å:
C -2.35970 2.07792 1.05861
C -1.79206 1.49437 1.95757
C -0.91364 0.80056 3.06056
C -0.85167 -0.77276 2.90589
C -0.36467 -1.29837 1.50480
C 1.19956 -1.05634 1.20316
C 2.15162 -1.28389 2.43610
C 2.98333 0.04100 2.86681
C 3.70281 0.48696 1.48766
C 2.56379 1.01313 0.53336
C 2.24714 2.53083 0.97647
C 1.37414 3.31506 -0.07728
C 1.95299 3.30650 -1.55836
C 1.35408 2.06118 -2.37493
N 1.10606 2.44134 -3.80239
C 2.30634 2.22024 -4.60580
C 2.23805 1.49858 -5.99966
O 3.40007 2.58184 -4.19256
N 1.28766 0.25040 0.49220
H -2.95768 2.64622 0.30645
H -1.27627 1.07079 4.09849
H 0.11606 1.27123 2.95146
H -0.29890 -1.17341 3.79947
H -1.92349 -1.13827 3.02727
H -0.61206 -2.39920 1.42506
H -0.97008 -0.78875 0.68426
H 1.45142 -1.86447 0.44204
H 1.67772 -1.78774 3.32529
H 2.96626 -2.00127 2.09147
H 2.30257 0.83619 3.27377
H 3.75836 -0.32505 3.59676
H 4.30429 -0.35649 1.04391
H 4.40361 1.33690 1.73337
H 2.98504 1.08455 -0.51424
H 1.78382 2.51999 2.01750
H 3.25404 3.03720 1.11516
H 0.35156 2.81236 -0.11562
H 1.16613 4.38331 0.23636
H 1.59434 4.24257 -2.07292
H 3.07592 3.23501 -1.47745
H 2.08411 1.19059 -2.37174
H 0.40350 1.68558 -1.89084
H 0.43855 1.74998 -4.17542
H 2.10237 0.38854 -5.79274
H 3.18575 1.66032 -6.59390
H 1.36679 1.80658 -6.64396
H 0.52431 0.88971 0.79813
H 1.06748 0.06508 -0.50672
C -8.03849 1.47913 2.86196
C -8.17686 0.10698 2.68658
C -7.15179 -0.74911 3.06560
C -5.99406 -0.21950 3.62353
C -5.84450 1.15160 3.79547
C -6.87297 2.00136 3.41136
N -4.91976 -1.12216 4.04808
O -5.07539 -2.31668 3.86550
O -3.92861 -0.62603 4.56511
H -8.84351 2.14488 2.56999
H -9.08663 -0.29543 2.25664
H -7.27026 -1.81640 2.92460
H -4.94224 1.56891 4.22539
H -6.76854 3.07196 3.54356
C 2.93074 -5.46024 -3.79363
C 1.70853 -5.31372 -3.14624
C 1.18360 -4.04727 -2.93135
C 1.89036 -2.93362 -3.37368
C 3.11668 -3.07104 -4.01526
C 3.63566 -4.34117 -4.22356
N 1.32918 -1.59708 -3.17180
O 0.25716 -1.50695 -2.58561
O 1.95862 -0.64230 -3.59963
H 3.33540 -6.45177 -3.96494
H 1.16388 -6.18896 -2.81205
H 0.23075 -3.94483 -2.42637
H 3.67283 -2.20636 -4.35723
H 4.58879 -4.46076 -4.72492

Output
HOMO-LUMO gap = 8.31 eV
energy relative to the best compared isomer or geometry (same formula, charge and spin) = 5.508 eV
E = -45852.340 eV
total charge = +1

Results of the Löwdin charge analysis, in e, for atoms 1 through 5: atom 1 (C): 0.08, atom 2 (C): -0.13, atom 3 (C): -0.17, atom 4 (C): -0.19, atom 5 (C): -0.12

Entry 7:
Density functional theory data (ωB97M-V/def2-TZVPD) for a structure of composition C4H9N2.

Positions of all 15 atoms, in Å:
C -0.36122 0.16578 0.12930
C -2.39327 -0.07491 0.05241
C 2.02919 -0.66594 0.15706
C 1.04338 0.51107 0.15173
N -1.18508 -0.84187 0.20306
N -1.53712 1.14516 -0.07754
H -2.89363 -0.22689 -0.97313
H -3.17674 0.07097 0.87379
H 2.12065 -1.13523 -0.86895
H 1.75207 -1.44304 0.97067
H 3.08882 -0.25651 0.47745
H 1.00553 1.14272 -0.81642
H 1.19885 1.18833 0.97126
H -1.00933 -1.86240 0.15746
H -1.65837 1.89078 -0.74857

Output
HOMO-LUMO gap = 10.98 eV
energy relative to the best compared isomer or geometry (same formula, charge and spin) = 2.656 eV
E = -7265.485 eV
total charge = +1

Results of the Löwdin charge analysis, in e, for atoms 1 through 5: atom 1 (C): -0.16, atom 2 (C): -0.12, atom 3 (C): -0.09, atom 4 (C): -0.17, atom 5 (N): 0.14

Entry 8:
Density functional theory data (ωB97M-V/def2-TZVPD) for a structure of composition C3H8N2O2.

Positions of all 15 atoms, in Å:
C 0.28978 0.51113 0.22962
C -1.14695 0.13810 -0.98702
C 1.51407 0.40533 -0.64940
N 0.18594 -0.30662 1.35123
O 0.76100 -1.58201 1.04776
N -1.48634 -0.45408 1.34926
O -2.05572 0.40711 1.91231
H 0.41985 -2.15802 1.74581
H 0.03612 1.53630 0.49780
H 1.61067 -0.58688 -1.09142
H -0.92362 -0.83712 -1.41584
H -0.86974 0.93578 -1.67688
H -2.21302 0.25548 -0.80053
H 1.46683 1.13514 -1.45928
H 2.41113 0.60036 -0.05342

Output
HOMO-LUMO gap = 8.20 eV
energy relative to the best compared isomer or geometry (same formula, charge and spin) = 7.078 eV
E = -10309.875 eV
total charge = 0

Results of the Löwdin charge analysis, in e, for atoms 1 through 5: atom 1 (C): -0.34, atom 2 (C): -0.03, atom 3 (C): -0.08, atom 4 (N): -0.14, atom 5 (O): -0.05

no.,largest force on an atom (eV/A)
1,2.2
2,6.0
3,1.5
4,1.3
5,4.5
6,3.7
7,5.9
8,4.4